90
Properties=species:S:1:pos:R:3 method="wB97M-V/def2-TZVPD" max_force_ha_per_bohr=0.035 charge=+1 multiplicity=3 orbital_gap_ev="8.312 / 8.625" homo_energy_ha="-0.376 / -0.386" de_lowest_ev=0.685
V -0.020 0.956 -1.083
C 2.075 -2.134 -3.202
Si 2.555 -0.572 -2.241
C 2.288 0.908 -3.401
C 4.301 -0.794 -1.553
N 1.427 -0.190 -0.952
P 1.358 -0.365 0.669
C -0.052 0.590 1.096
P -1.492 -0.256 0.579
N -1.322 -0.457 -1.028
Si -2.495 -1.099 -2.167
C -2.920 0.316 -3.358
C -1.737 -2.530 -3.147
C -4.066 -1.740 -1.327
C -2.911 0.895 0.721
C -4.044 0.732 1.509
C -5.102 1.625 1.398
C -5.047 2.677 0.498
C -3.922 2.842 -0.300
C -2.868 1.954 -0.185
C -1.897 -1.739 1.520
C -2.117 -1.605 2.891
C -2.354 -2.732 3.659
C -2.359 -3.986 3.063
C -2.087 -4.121 1.710
C -1.845 -2.999 0.936
C 2.872 0.414 1.326
C 3.280 1.603 0.720
C 4.476 2.198 1.080
C 5.276 1.609 2.051
C 4.868 0.439 2.672
C 3.671 -0.162 2.308
C 1.455 -2.082 1.226
C 1.839 -3.125 0.395
C 1.899 -4.417 0.896
C 1.588 -4.663 2.225
C 1.209 -3.619 3.059
C 1.138 -2.330 2.562
H 2.496 -2.094 -4.208
H 0.995 -2.213 -3.294
H 2.447 -3.048 -2.739
H 2.774 0.741 -4.362
H 2.676 1.839 -2.986
H 1.216 1.042 -3.594
H 4.923 -1.295 -2.295
H 4.280 -1.415 -0.656
H 4.778 0.150 -1.292
H -2.042 0.925 -3.596
H -3.687 0.973 -2.946
H -3.305 -0.082 -4.298
H -1.117 -2.172 -3.969
H -2.540 -3.124 -3.587
H -1.137 -3.198 -2.528
H -4.299 -1.214 -0.402
H -3.994 -2.803 -1.098
H -4.910 -1.610 -2.006
H -4.109 -0.099 2.199
H -5.989 1.486 2.001
H -5.876 3.365 0.405
H -3.885 3.642 -1.029
H -1.994 2.048 -0.836
H -2.087 -0.618 3.339
H -2.528 -2.634 4.722
H -2.561 -4.864 3.662
H -2.065 -5.106 1.263
H -1.603 -3.082 -0.116
H 2.652 2.033 -0.053
H 4.806 3.111 0.601
H 6.224 2.057 2.314
H 5.484 -0.009 3.439
H 3.366 -1.086 2.780
H 2.080 -2.925 -0.640
H 2.200 -5.234 0.253
H 1.635 -5.671 2.615
H 0.971 -3.810 4.096
H 0.829 -1.505 3.193
C -1.048 5.253 -0.646
P 0.397 4.196 -0.377
C 1.851 5.190 -0.792
C 0.488 3.881 1.398
O 0.336 2.972 -1.275
H -0.907 6.221 -0.169
H -1.928 4.772 -0.223
H -1.187 5.394 -1.718
H 1.886 6.064 -0.142
H 1.803 5.510 -1.832
H 2.749 4.590 -0.647
H 0.240 4.787 1.950
H 1.498 3.560 1.652
H -0.199 3.068 1.647